A 2-piece molecular cluster, C3H6N2 overall at a distorted geometry. Source: OMol25; level of theory: ωB97M-V/def2-TZVPD.

The geometry in ORCA input format:
```
! wB97M-V def2-TZVPD RIJCOSX def2/J DEFGRID3
* xyz 0 1
C 0.28 1.98 -0.51
N 0.18 0.74 -0.83
N -0.88 0.02 -0.47
H -0.37 2.63 0.16
H 1.02 2.50 -1.09
H -0.60 -0.93 -0.15
H -1.62 0.34 0.17
C 0.45 -1.79 2.39
C 0.84 -1.40 1.30
H -0.23 -2.04 3.12
H 1.45 -1.02 0.55
*
```

The highest occupied orbital energy is -8.76 eV. Its SMILES is C=NN.C#C. The calculation puts the largest force on an atom at 3.44 eV/Å. The value obtained for the total energy is -6184.1414 eV. As for the orbital gap: 9.80 eV.

***

An isolated molecule of C3H6N2 at a distorted geometry. Source: OMol25; level of theory: ωB97M-V/def2-TZVPD.

The geometry in ORCA input format:
```
! wB97M-V def2-TZVPD RIJCOSX def2/J DEFGRID3
* xyz 0 1
C 1.17 0.49 1.83
C 0.45 0.87 0.81
C -0.13 -0.12 -0.09
N -0.57 0.19 -1.27
N -1.07 -0.83 -2.00
H 1.87 1.21 2.38
H 1.20 -0.56 1.99
H 0.30 1.88 0.30
H -0.11 -1.10 0.27
H -1.49 -1.59 -1.46
H -1.62 -0.46 -2.75
*
```

The highest occupied orbital energy is -8.32 eV. Its SMILES is C=C/C=N/N. The calculation puts the largest force on an atom at 3.43 eV/Å. The value obtained for the total energy is -6186.2881 eV. As for the orbital gap: 9.39 eV.